42
Properties=species:S:1:pos:R:3 method="wB97M-V/def2-TZVPD" e_lumo_ev="-3.17 / -4.71" homo_energy_ev="-13.0 / -13.0" charge=+1 e_tot_ha=-3688.43765 de_lowest_kj_mol=0.00 gap_ev="9.842 / 8.303" multiplicity=2
Yb -0.33440 0.17426 -0.56483
C 3.08827 0.66129 2.15349
C 2.76289 0.18444 0.88927
N 1.61678 0.72205 0.46791
N 1.16402 1.52922 1.47949
C 2.04659 1.50606 2.48882
B -0.06918 2.47243 1.29690
N -1.43531 1.65349 1.43264
C -2.22753 1.66575 2.52321
C -3.47953 1.20571 2.18290
C -3.38338 0.89468 0.82809
N -2.17309 1.18523 0.36246
N -0.02542 3.10728 -0.10303
C 0.02905 4.40572 -0.43377
C 0.03582 4.51611 -1.80884
C -0.03378 3.20487 -2.26720
N -0.06435 2.35459 -1.24025
H 3.95778 0.43361 2.74297
H 3.28760 -0.51546 0.25860
H 1.87741 2.11186 3.36340
H -0.04258 3.29659 2.15349
H -1.84792 2.04893 3.45605
H -4.33673 1.11372 2.82512
H -4.12268 0.46827 0.16900
H 0.06602 5.15277 0.34128
H 0.08233 5.41395 -2.39758
H -0.05749 2.83347 -3.27896
F -0.85139 -3.62444 1.17775
C -0.69239 -2.44646 0.65841
F 0.39310 -1.82636 1.15874
F -1.72339 -1.63718 0.99052
S -0.57206 -2.45834 -1.24652
O 0.66410 -1.61777 -1.42244
O -1.69518 -1.56016 -1.56238
N -0.65590 -3.83337 -1.81023
S 0.51936 -4.99645 -1.57945
O -0.16862 -6.22658 -1.69723
O 1.32503 -4.64684 -0.45816
C 1.58121 -4.77163 -3.11848
F 1.10865 -3.77883 -3.86523
F 1.57066 -5.89411 -3.80724
F 2.81567 -4.48234 -2.73869